[1]
This record from OMol25 describes a 3-piece molecular cluster, C4H13NO2 overall. The level of theory is the ωB97M-V functional and the def2-TZVPD basis.

The calculation puts the gap between HOMO and LUMO at 8.988 eV. As for the SMILES: C/C=C(/C)N.O.O. As for the HOMO energy: -0.3048 Eh. For the energy above the lowest of the compared OMol25 structures with the same formula, charge and spin, the calculation gives 22.0 kcal/mol.

Structure (XYZ):
```
20
Properties=species:S:1:pos:R:3:lowdin_charge:R:1
C -1.102 0.419 -1.889 -0.107
C 0.000 -0.472 -1.269 -0.142
C 0.926 0.028 -0.435 -0.430
C 2.175 -0.788 -0.193 -0.051
N 0.691 1.179 0.303 0.099
H -1.740 0.828 -1.108 0.048
H -0.521 1.182 -2.408 0.076
H -1.637 -0.162 -2.611 0.060
H -0.047 -1.501 -1.576 0.088
H 2.580 -0.874 0.825 0.073
H 2.991 -0.327 -0.749 0.076
H 1.929 -1.806 -0.492 0.073
H -0.118 1.671 -0.049 0.079
H 1.446 1.845 0.409 0.101
O -0.140 0.619 3.478 -0.066
H 0.427 -0.142 3.611 0.026
H -0.194 0.842 2.543 -0.005
O -2.793 -0.552 0.631 -0.052
H -2.643 -0.934 -0.239 0.019
H -2.229 -1.056 1.219 0.035
```

[2]
This record from OMol25 describes C24H34N6 as an isolated structure. The level of theory is the ωB97M-V functional and the def2-TZVPD basis.

The calculation puts the gap between HOMO and LUMO at 7.671 eV. As for the HOMO energy: -0.2564 Eh. For the energy above the lowest of the compared OMol25 structures with the same formula, charge and spin, the calculation gives 61.6 kcal/mol.

Structure (XYZ):
```
64
Properties=species:S:1:pos:R:3:lowdin_charge:R:1
C -0.924 -3.430 2.941 -0.091
C 0.140 -2.493 2.285 -0.164
C -0.371 -1.077 2.070 -0.234
C -0.846 -0.422 3.303 -0.271
N -1.270 0.183 4.247 0.173
H -1.735 -3.689 2.260 0.051
H -1.387 -3.105 3.873 0.061
H -0.501 -4.427 3.063 0.076
H 0.503 -2.934 1.357 0.076
H 1.084 -2.471 2.829 0.110
H -1.208 -0.932 1.386 -0.021
H 0.339 -0.417 1.572 0.109
C 0.160 0.104 -2.302 -0.117
C -0.344 0.461 -0.843 -0.120
C -1.415 -0.497 -0.162 -0.220
C -1.049 -1.905 -0.293 -0.204
N -0.682 -2.981 -0.468 0.208
H 0.258 -0.981 -2.267 0.101
H 1.105 0.594 -2.536 -0.038
H -0.627 0.273 -3.037 0.155
H -0.707 1.472 -0.660 0.052
H 0.582 0.446 -0.269 0.097
H -2.383 -0.330 -0.634 0.115
H -1.444 -0.361 0.919 -0.024
N 0.806 3.111 2.524 0.050
C 0.782 1.744 2.520 -0.097
C -0.143 1.376 1.543 -0.225
C -0.660 2.446 0.878 -0.088
C 0.153 3.554 1.360 -0.120
H 1.389 3.705 3.097 0.153
H 1.331 1.143 3.229 0.125
H -0.532 0.398 1.297 0.014
H -1.357 2.508 0.055 0.122
H 0.210 4.614 1.162 0.109
N 1.777 2.207 -2.678 0.011
C 0.891 3.163 -2.279 -0.073
C 0.922 3.308 -0.918 -0.133
C 1.800 2.340 -0.502 -0.097
C 2.124 1.553 -1.547 -0.170
H 2.060 2.046 -3.634 0.148
H 0.660 3.874 -3.059 0.117
H 0.553 4.173 -0.387 0.079
H 2.150 2.307 0.519 0.118
H 2.862 0.768 -1.617 0.141
N -3.377 -2.430 2.038 0.059
C -3.503 -1.677 0.878 -0.112
C -3.228 -0.318 1.162 -0.123
C -2.708 -0.231 2.463 -0.135
C -2.823 -1.567 2.942 -0.153
H -3.583 -3.406 2.201 0.157
H -3.951 -2.116 -0.001 0.121
H -3.242 0.459 0.412 0.117
H -2.282 0.551 3.074 0.068
H -2.403 -1.939 3.865 0.092
N 3.397 -1.637 -3.680 0.007
C 2.409 -1.271 -2.807 -0.063
C 1.722 -0.209 -3.473 -0.238
C 2.335 -0.065 -4.720 -0.104
C 3.256 -1.015 -4.934 -0.099
H 3.937 -2.460 -3.455 0.140
H 2.144 -1.799 -1.903 0.127
H 0.951 0.436 -3.078 -0.130
H 2.044 0.691 -5.436 0.103
H 3.848 -1.415 -5.745 0.104
```

[3]
This record from OMol25 describes one molecule with the formula C22H25NO6. The level of theory is the ωB97M-V functional and the def2-TZVPD basis.

The calculation puts the gap between HOMO and LUMO at 8.201 eV. As for the SMILES: Cc1oc2cc3oc(=O)c(CCC(=O)N[C@H](C(=O)O)C(C)C)c(C)c3cc2c1C. As for the HOMO energy: -0.2930 Eh. For the energy above the lowest of the compared OMol25 structures with the same formula, charge and spin, the calculation gives 1.3 kcal/mol.

Structure (XYZ):
```
54
Properties=species:S:1:pos:R:3:lowdin_charge:R:1
C 6.848 -0.487 -1.073 0.001
C 5.368 -0.605 -1.161 -0.245
O 4.751 -1.391 -0.223 0.104
C 3.432 -1.356 -0.492 -0.188
C 2.413 -1.986 0.190 0.112
C 1.123 -1.793 -0.288 -0.172
O 0.135 -2.403 0.407 0.127
C -1.170 -2.216 0.113 -0.414
O -1.990 -2.696 0.874 0.086
C -1.508 -1.474 -1.093 -0.096
C -2.986 -1.388 -1.380 -0.119
C -3.533 0.048 -1.261 -0.082
C -2.731 0.848 -0.247 -0.494
O -2.025 1.784 -0.562 0.073
N -2.889 0.434 1.029 0.133
C -2.091 0.962 2.119 -0.199
C -1.174 -0.179 2.552 -0.498
O 0.000 -0.243 2.310 0.137
O -1.857 -1.140 3.170 0.118
C -2.967 1.478 3.272 -0.376
C -2.079 2.004 4.396 -0.053
C -3.904 2.571 2.767 -0.060
C -0.536 -0.903 -1.853 -0.128
C -0.863 -0.148 -3.099 -0.009
C 0.842 -1.007 -1.430 -0.083
C 1.895 -0.365 -2.084 0.062
C 3.186 -0.540 -1.621 -0.103
C 4.477 -0.063 -2.032 -0.177
C 4.750 0.838 -3.186 -0.024
H 7.192 -0.995 -0.176 0.085
H 7.323 -0.944 -1.941 0.089
H 7.148 0.558 -1.029 0.087
H 2.583 -2.589 1.065 0.138
H -3.485 -2.036 -0.657 0.112
H -3.202 -1.778 -2.378 0.120
H -3.462 0.573 -2.213 0.111
H -4.582 0.019 -0.962 0.119
H -3.388 -0.423 1.220 0.155
H -1.482 1.770 1.701 0.163
H -1.328 -1.950 3.256 0.140
H -3.561 0.638 3.647 0.138
H -2.689 2.360 5.222 0.081
H -1.419 1.223 4.767 0.079
H -1.465 2.828 4.038 0.089
H -3.330 3.408 2.375 0.087
H -4.533 2.931 3.578 0.078
H -4.544 2.195 1.973 0.072
H -0.092 -0.282 -3.853 0.082
H -0.938 0.913 -2.857 0.101
H -1.811 -0.474 -3.516 0.080
H 1.714 0.273 -2.932 0.115
H 4.428 0.368 -4.115 0.085
H 5.810 1.060 -3.256 0.074
H 4.199 1.770 -3.073 0.086
```

[4]
This record from OMol25 describes a 3-piece molecular cluster, C17H46N6O7P2S2 overall. The level of theory is the ωB97M-V functional and the def2-TZVPD basis.

The calculation puts the gap between HOMO and LUMO at 6.348 eV. As for the SMILES: O=CO[C@H](S)CCCS(=O)(=O)O.CN(C)P(=O)(N(C)C)N(C)C.CN(C)P(=O)(N(C)C)N(C)C. As for the HOMO energy: -0.2774 Eh.

Structure (XYZ):
```
80
Properties=species:S:1:pos:R:3:lowdin_charge:R:1
O -4.341 3.570 -0.144 -0.025
C -5.011 3.331 1.002 -0.131
O -4.194 3.058 2.199 -0.178
C -4.093 1.590 2.273 -0.616
S -4.965 1.062 3.889 0.690
C -2.532 1.087 2.253 -0.160
C -2.154 0.194 0.891 -0.185
C -3.029 -1.189 1.008 -0.236
S -2.905 -2.303 -0.527 0.790
O -3.460 -1.568 -1.771 -0.361
O -1.506 -2.941 -0.713 -0.373
O -3.996 -3.619 -0.204 -0.234
H -6.177 3.284 1.085 0.173
H -4.739 1.157 1.381 0.118
H -6.285 0.699 3.570 -0.126
H -1.856 2.045 2.228 0.129
H -2.349 0.385 3.176 0.115
H -0.977 0.027 0.960 0.136
H -2.338 0.809 -0.095 0.136
H -4.191 -0.951 1.122 0.124
H -2.635 -1.817 1.916 0.127
H -3.765 -3.845 0.765 0.102
C 0.018 6.566 4.018 -0.119
N 0.311 5.273 4.605 -0.317
C -0.274 5.155 5.941 -0.139
P 1.564 4.163 4.253 0.783
O 0.544 3.003 4.141 -0.331
N 1.850 4.106 2.543 -0.341
C 1.147 4.937 1.577 -0.147
C 1.861 2.746 1.960 -0.152
N 2.737 5.496 4.382 -0.305
C 2.957 6.078 5.700 -0.136
C 3.478 6.181 3.340 -0.125
H 0.836 7.281 4.113 0.067
H -0.858 7.041 4.478 0.085
H -0.264 6.484 2.971 0.057
H 0.364 5.625 6.694 0.060
H -0.406 4.106 6.221 0.071
H -1.269 5.610 6.002 0.080
H 0.069 4.759 1.582 0.085
H 1.514 4.778 0.559 0.085
H 1.333 6.003 1.756 0.056
H 0.850 2.355 1.799 0.060
H 2.406 2.049 2.601 0.071
H 2.372 2.731 0.989 0.080
H 2.257 6.899 5.894 0.078
H 3.969 6.478 5.822 0.080
H 2.828 5.323 6.479 0.077
H 2.902 7.009 2.922 0.078
H 3.798 5.517 2.533 0.086
H 4.413 6.610 3.721 0.078
C 2.491 -3.778 -4.849 -0.121
N 2.610 -5.189 -4.538 -0.318
C 3.940 -5.695 -4.880 -0.143
P 1.397 -6.382 -4.355 0.780
O 2.009 -6.838 -3.007 -0.320
N 0.023 -5.717 -3.532 -0.339
C -0.077 -4.325 -3.118 -0.151
C -0.450 -6.508 -2.374 -0.150
N 0.694 -5.858 -5.904 -0.307
C 1.458 -6.122 -7.117 -0.139
C -0.522 -5.111 -6.163 -0.126
H 1.993 -3.583 -5.800 0.067
H 3.468 -3.283 -4.910 0.083
H 1.981 -3.228 -4.061 0.057
H 4.008 -5.938 -5.943 0.058
H 4.174 -6.600 -4.312 0.070
H 4.733 -4.977 -4.640 0.078
H 0.706 -4.044 -2.410 0.090
H -1.045 -4.104 -2.660 0.058
H -0.037 -3.648 -3.981 0.059
H 0.161 -6.340 -1.479 0.077
H -0.448 -7.576 -2.601 0.067
H -1.485 -6.253 -2.111 0.078
H 2.144 -5.297 -7.342 0.076
H 0.821 -6.264 -7.996 0.078
H 2.044 -7.038 -7.010 0.076
H -0.342 -4.035 -6.123 0.078
H -1.338 -5.370 -5.483 0.087
H -0.926 -5.325 -7.160 0.076
```

[5]
This record from OMol25 describes a 2-piece molecular cluster, C3H10FN3 overall. The level of theory is the ωB97M-V functional and the def2-TZVPD basis.

The calculation puts the gap between HOMO and LUMO (alpha / beta) at 9.586 / 8.988 eV. As for the HOMO energy (alpha / beta): -0.3170 / -0.2935 Eh. For the energy above the lowest of the compared OMol25 structures with the same formula, charge and spin, the calculation gives 58.9 kcal/mol.

Structure (XYZ):
```
17
Properties=species:S:1:pos:R:3:lowdin_charge:R:1
C 2.698 0.402 0.120 -0.108
C -2.458 -1.184 -0.082 -0.203
C 1.429 -0.327 0.250 -0.277
N -2.422 0.208 -0.464 -0.041
N 0.400 0.454 -0.395 -0.102
N -0.565 0.896 0.385 -0.041
F -0.907 2.205 0.231 -0.078
H 3.524 -0.068 -0.438 0.078
H 2.429 1.300 -0.431 0.073
H 3.192 0.654 1.061 0.075
H -3.523 -1.445 -0.342 0.098
H -1.745 -1.671 -0.718 0.050
H -2.186 -1.184 0.914 0.032
H 1.406 -1.287 -0.142 0.077
H 1.125 -0.473 1.405 0.167
H -2.964 0.893 0.054 0.031
H 0.565 0.626 -1.408 0.169
```

[6]
This record from OMol25 describes a 7-piece molecular cluster, C7H21N7O14 overall. The level of theory is the ωB97M-V functional and the def2-TZVPD basis.

The calculation puts the gap between HOMO and LUMO at 10.640 eV. As for the SMILES: C[N+](=O)[O-].C[N+](=O)[O-].C[N+](=O)[O-].C[N+](=O)[O-].C[N+](=O)[O-].C[N+](=O)[O-].C[N+](=O)[O-]. As for the HOMO energy: -0.4056 Eh. For the energy above the lowest of the compared OMol25 structures with the same formula, charge and spin, the calculation gives 57.5 kcal/mol.

Structure (XYZ):
```
49
Properties=species:S:1:pos:R:3:lowdin_charge:R:1
C 1.464 -0.424 -0.624 0.040
N 2.184 -1.368 0.300 -0.422
O 1.593 -2.359 0.701 0.060
O 3.414 -1.223 0.375 0.037
H 1.296 0.526 -0.117 0.097
H 0.494 -0.890 -0.798 0.091
H 1.981 -0.338 -1.580 0.098
C 2.609 -1.720 -9.413 0.048
N 3.891 -1.553 -10.224 -0.440
O 4.961 -1.339 -9.656 0.050
O 3.758 -1.605 -11.424 0.062
H 1.722 -1.360 -9.935 0.090
H 2.656 -1.133 -8.496 0.091
H 2.554 -2.806 -9.339 0.099
C -0.990 5.861 6.913 0.044
N -0.344 4.742 6.062 -0.380
O -1.055 4.355 5.114 0.035
O 0.808 4.324 6.388 0.031
H -1.530 6.550 6.263 0.089
H -0.255 6.312 7.579 0.090
H -1.791 5.434 7.517 0.090
C -1.837 -9.085 -0.932 0.025
N -3.044 -9.759 -0.462 -0.462
O -2.852 -10.738 0.263 0.055
O -4.053 -9.240 -0.877 0.073
H -1.108 -9.877 -1.108 0.104
H -1.521 -8.472 -0.089 0.105
H -2.191 -8.409 -1.710 0.101
C -2.946 5.541 -3.085 0.028
N -4.281 5.571 -3.737 -0.465
O -4.368 5.607 -4.913 0.102
O -5.204 5.627 -2.933 0.048
H -2.737 6.388 -2.432 0.099
H -2.162 5.492 -3.841 0.092
H -2.860 4.647 -2.467 0.097
C -7.005 1.172 2.096 0.037
N -6.202 0.298 1.216 -0.469
O -6.456 -0.912 1.229 0.041
O -5.296 0.722 0.595 0.089
H -7.549 1.839 1.428 0.104
H -6.307 1.546 2.844 0.105
H -7.804 0.691 2.661 0.094
C 8.074 0.608 5.360 0.044
N 8.681 -0.319 6.386 -0.444
O 9.467 0.245 7.143 0.040
O 8.494 -1.509 6.374 0.075
H 7.113 0.139 5.152 0.091
H 8.557 0.620 4.383 0.099
H 7.979 1.580 5.846 0.096
```

[7]
This record from OMol25 describes one molecule with the formula C22H42N2O8. The level of theory is the ωB97M-V functional and the def2-TZVPD basis.

The calculation puts the gap between HOMO and LUMO at 9.846 eV. As for the SMILES: CCCCOC(=O)N1CCOCCOCCN(C(=O)OCCCC)CCOCCOCC1. As for the HOMO energy: -0.3312 Eh. For the energy above the lowest of the compared OMol25 structures with the same formula, charge and spin, the calculation gives 9.7 kcal/mol.

Structure (XYZ):
```
74
Properties=species:S:1:pos:R:3:lowdin_charge:R:1
C -7.564 -2.290 -0.816 -0.116
C -6.693 -1.473 0.130 -0.267
C -6.569 -0.022 -0.330 -0.186
C -5.659 0.795 0.585 -0.171
O -4.335 0.272 0.626 -0.011
C -3.539 0.615 -0.412 -0.530
O -3.894 1.332 -1.319 0.098
N -2.318 0.030 -0.355 -0.028
C -1.868 -0.747 0.777 -0.101
C -0.723 -0.094 1.561 -0.188
O -1.102 1.216 1.927 -0.137
C -0.363 1.791 2.974 -0.174
C 1.162 1.690 2.852 -0.192
O 1.591 2.214 1.611 -0.132
C 2.962 2.512 1.539 -0.177
C 3.901 1.295 1.638 -0.101
N 3.705 0.336 0.574 -0.020
C 2.916 -0.737 0.811 -0.534
O 2.479 -1.038 1.902 0.071
O 2.684 -1.454 -0.311 -0.016
C 1.948 -2.661 -0.137 -0.165
C 2.820 -3.835 0.311 -0.175
C 3.655 -4.452 -0.811 -0.258
C 4.695 -3.496 -1.382 -0.106
C 4.244 0.598 -0.743 -0.094
C 3.242 1.207 -1.727 -0.171
O 3.318 2.621 -1.654 -0.156
C 2.314 3.281 -2.389 -0.177
C 0.937 3.237 -1.722 -0.187
O 0.330 1.987 -1.956 -0.150
C -0.870 1.833 -1.226 -0.174
C -1.368 0.393 -1.387 -0.093
H -8.566 -1.870 -0.870 0.070
H -7.140 -2.292 -1.818 0.072
H -7.641 -3.319 -0.473 0.066
H -7.122 -1.497 1.134 0.110
H -5.696 -1.915 0.184 0.107
H -6.159 0.012 -1.341 0.114
H -7.552 0.450 -0.346 0.120
H -5.623 1.834 0.242 0.125
H -6.008 0.755 1.619 0.129
H -2.723 -0.880 1.438 0.127
H -1.527 -1.728 0.425 0.127
H -0.519 -0.704 2.451 0.138
H 0.189 -0.059 0.951 0.109
H -0.669 2.840 2.979 0.131
H -0.642 1.328 3.936 0.130
H 1.475 0.643 2.953 0.100
H 1.603 2.269 3.678 0.133
H 3.239 3.218 2.339 0.128
H 3.102 2.990 0.567 0.110
H 3.742 0.768 2.582 0.124
H 4.932 1.657 1.602 0.130
H 1.494 -2.861 -1.110 0.134
H 1.166 -2.486 0.610 0.113
H 3.472 -3.490 1.116 0.118
H 2.159 -4.600 0.721 0.116
H 2.989 -4.782 -1.611 0.106
H 4.160 -5.336 -0.415 0.104
H 4.212 -2.642 -1.849 0.058
H 5.353 -3.135 -0.594 0.078
H 5.301 -4.001 -2.131 0.070
H 4.611 -0.347 -1.149 0.116
H 5.081 1.291 -0.634 0.135
H 2.229 0.864 -1.497 0.117
H 3.488 0.889 -2.751 0.134
H 2.645 4.320 -2.457 0.128
H 2.237 2.855 -3.398 0.131
H 1.048 3.399 -0.640 0.121
H 0.308 4.042 -2.133 0.131
H -1.633 2.533 -1.591 0.130
H -0.690 2.040 -0.163 0.117
H -0.517 -0.288 -1.334 0.126
H -1.850 0.283 -2.362 0.134
```

[8]
This record from OMol25 describes one molecule with the formula C4H8N2O3. The level of theory is the ωB97M-V functional and the def2-TZVPD basis.

The calculation puts the gap between HOMO and LUMO at 10.283 eV. As for the SMILES: NC(=O)C[C@H](N)C(=O)O. As for the HOMO energy: -0.3559 Eh. For the energy above the lowest of the compared OMol25 structures with the same formula, charge and spin, the calculation gives 23.8 kcal/mol.

Structure (XYZ):
```
17
Properties=species:S:1:pos:R:3:lowdin_charge:R:1
N -2.452 0.813 0.059 0.162
C -1.875 -0.409 -0.184 -0.522
O -2.571 -1.409 -0.023 0.036
C -0.423 -0.344 -0.511 -0.058
C 0.463 0.468 0.522 -0.263
N 0.335 1.858 0.131 0.022
C 1.810 -0.156 0.065 -0.487
O 2.613 0.344 -0.615 0.149
O 1.974 -1.498 0.495 0.035
H -1.930 1.605 0.014 0.024
H -3.445 0.867 0.343 0.133
H -0.028 -1.350 -0.687 0.131
H -0.363 0.356 -1.293 0.110
H 0.243 0.269 1.582 0.162
H 0.421 2.595 0.892 0.119
H 1.171 2.063 -0.464 0.096
H 2.774 -1.947 0.077 0.151
```

DFT total energy values, unit Ha, following the record order: -365.40745 -1262.33879 -1359.61351 -3009.17800 -384.19237 -1715.21657 -1574.91994 -492.46496.